Molecular formula: C72H152N8O8
Method: DFT, ωB97M-V/def2-TZVPD

Results
F_max: 0.060 Eh/bohr
Orbital gap: 8.175 eV
HOMO: -0.2829 Ha
Lowest unoccupied orbital energy: 0.477 eV
2S+1: 1
SMILES string: CC1(C)CCCC(C)(C)N1O.CC1(C)CCCC(C)(C)N1O.CC1(C)CCCC(C)(C)N1O.CC1(C)CCCC(C)(C)N1O.CC1(C)CCCC(C)(C)N1O.CC1(C)CCCC(C)(C)N1O.CC1(C)CCCC(C)(C)N1O.CC1(C)CCCC(C)(C)N1O

Atoms and positions in Å:
H (-10.015, 3.371, -20.436)
C (-11.655, 12.934, -12.482)
H (-10.060, 3.526, -22.594)
H (-3.368, 5.685, -12.076)
C (-10.053, 8.214, -17.072)
H (-2.557, 4.759, -10.850)
C (-6.675, 8.102, -9.294)
H (-9.740, 11.376, -9.190)
C (-3.180, 14.630, -17.707)
H (-3.379, 11.820, -15.797)
O (-4.015, 14.941, -14.933)
H (-14.880, 8.179, -9.789)
H (-16.037, 10.159, -14.819)
C (-13.152, 3.125, -20.973)
H (-14.698, 1.981, -19.974)
C (-4.344, 9.029, -9.501)
H (-12.715, 6.520, -19.294)
H (-5.652, 8.862, -15.835)
H (-15.014, 6.427, -13.431)
C (-7.058, 11.094, -14.716)
H (-4.440, 6.205, -14.142)
H (-3.813, 12.049, -17.575)
H (-5.839, 10.362, -11.110)
C (-14.708, 7.464, -13.584)
O (-13.469, 3.727, -18.695)
H (-13.371, 11.586, -12.214)
H (-9.763, 5.404, -8.906)
H (-6.821, 2.260, -16.300)
H (-0.149, 13.643, -14.521)
H (-3.688, 9.409, -10.292)
N (-2.750, 14.431, -15.286)
H (-16.293, 9.327, -17.839)
C (-12.964, 8.787, -8.854)
H (-10.913, 8.424, -11.149)
C (-10.984, 3.912, -22.155)
H (-10.491, 14.604, -13.379)
C (-2.611, 3.926, -17.780)
C (-13.967, 7.717, -9.396)
H (-2.815, 6.803, -14.732)
C (-1.313, 13.181, -16.864)
H (-8.296, 10.932, -17.437)
N (-12.500, 3.593, -19.720)
H (-11.657, 15.231, -9.802)
O (-9.818, 10.678, -15.293)
H (-11.722, 14.141, -14.349)
H (-11.718, 5.648, -10.857)
C (-9.537, 8.337, -15.624)
H (-13.628, 7.434, -13.451)
H (-11.994, 10.542, -9.844)
C (-3.075, 6.881, -9.387)
H (-8.053, 12.755, -12.568)
C (-5.491, 8.336, -10.248)
H (-9.735, 5.139, -20.840)
H (-4.734, 9.878, -8.940)
H (-11.503, 8.765, -14.662)
C (-13.847, 8.395, -17.634)
H (-14.557, 3.545, -22.493)
H (-7.666, 11.999, -14.730)
H (-7.176, 9.034, -9.005)
H (-7.039, 7.523, -17.035)
H (0.557, 15.214, -14.914)
H (-15.563, 10.886, -18.243)
H (-2.065, 3.112, -17.300)
H (-2.312, 7.204, -10.101)
H (-5.469, 9.118, -12.331)
H (-17.122, 6.977, -14.851)
H (-2.521, 15.744, -12.857)
N (-11.680, 8.139, -8.545)
H (-3.561, 5.773, -17.512)
C (-2.860, 5.153, -16.951)
C (-1.649, 16.672, -15.328)
H (-14.509, 9.756, -7.797)
O (-15.096, 10.236, -14.583)
C (-6.245, 2.909, -16.959)
C (-0.289, 14.552, -15.109)
H (-1.316, 16.843, -16.352)
C (-14.379, 9.599, -16.821)
H (-12.790, 8.215, -17.418)
C (-10.278, 7.711, -10.617)
O (-10.405, 10.946, -12.572)
H (-6.998, 10.704, -13.698)
H (-12.952, 13.385, -10.750)
C (-4.735, 3.024, -16.631)
C (-12.847, 12.139, -13.000)
H (-13.587, 12.793, -13.456)
C (-8.419, 13.289, -11.695)
C (-3.504, 8.098, -8.614)
H (-2.634, 17.128, -15.217)
H (-10.672, 8.909, -7.167)
H (-10.322, 13.061, -14.231)
H (-11.249, 6.805, -20.129)
H (-10.973, 13.001, -9.322)
H (-4.255, 6.830, -15.723)
H (-6.396, 2.457, -17.944)
C (-12.857, 9.884, -9.914)
C (-11.207, 14.631, -10.589)
H (-4.617, 3.816, -18.762)
C (-11.010, 13.679, -13.655)
H (-14.184, 1.355, -21.598)
H (-10.104, 10.613, -14.365)
C (-2.742, 13.698, -16.545)
H (-13.061, 7.532, -11.239)
H (-8.877, 10.506, -10.515)
H (-13.633, 8.458, -6.810)
H (-4.670, 1.473, -15.114)
H (-9.193, 8.132, -17.741)
H (-5.663, 5.819, -8.449)
H (-8.074, 11.710, -9.634)
H (-12.583, 11.372, -13.732)
H (-8.871, 14.235, -11.994)
N (-14.574, 9.192, -15.405)
H (-6.965, 9.078, -11.591)
C (-4.202, 6.129, -10.121)
C (-6.633, 8.775, -15.361)
H (-6.504, 6.607, -15.626)
H (-12.547, 6.015, -20.972)
H (-0.768, 15.718, -12.907)
N (-4.983, 7.105, -10.866)
C (-12.253, 13.891, -11.425)
H (-14.368, 7.143, -8.555)
N (-8.902, 9.605, -15.302)
H (-13.206, 11.057, -17.846)
C (-7.128, 7.443, -15.949)
H (-0.986, 17.303, -14.727)
H (-5.827, 4.729, -9.658)
H (-4.430, 14.188, -14.495)
H (-11.569, 1.889, -21.650)
H (-6.595, 8.668, -14.275)
H (-2.626, 8.663, -8.298)
H (-1.790, 3.352, -15.081)
H (-13.683, 11.592, -16.252)
C (-3.531, 5.162, -11.128)
H (-7.462, 7.501, -9.743)
H (-2.685, 6.112, -8.716)
C (-13.868, 1.801, -20.654)
H (-0.157, 15.027, -17.212)
C (-12.117, 6.154, -9.973)
C (-0.185, 14.137, -16.576)
C (-13.396, 6.810, -10.487)
H (-4.163, 4.320, -11.418)
C (-7.541, 9.980, -15.652)
H (-7.618, 13.476, -10.983)
H (-16.354, 10.637, -16.743)
H (-3.198, 14.087, -18.653)
C (-15.123, 7.894, -15.006)
H (-4.076, 7.736, -7.755)
H (-7.232, 9.604, -17.846)
H (-8.962, 6.266, -15.772)
H (-15.219, 8.099, -12.860)
C (-4.190, 1.694, -16.067)
H (-10.229, 8.378, -13.571)
H (-9.950, 6.928, -11.297)
C (-10.690, 4.726, -18.414)
H (-1.492, 4.914, -14.322)
H (-15.671, 7.166, -17.644)
H (-14.753, 5.808, -15.647)
C (-5.917, 9.304, -11.351)
H (-8.444, 6.975, -14.326)
H (-12.443, 2.615, -22.998)
C (-16.632, 7.883, -15.214)
O (-10.722, 9.091, -8.112)
H (0.752, 13.629, -16.823)
H (-1.661, 14.200, -12.823)
C (-8.521, 7.198, -15.397)
H (-14.951, 4.247, -20.932)
H (-4.252, 14.802, -17.565)
C (-3.726, 6.251, -14.964)
H (-2.156, 4.141, -18.745)
H (-3.797, 2.421, -18.570)
H (-13.116, 9.573, -10.929)
H (-1.923, 5.722, -16.881)
C (-12.036, 2.812, -22.005)
H (-13.729, 10.534, -9.739)
C (-10.620, 8.123, -14.559)
H (-4.382, 4.591, -8.582)
H (-12.852, 9.958, -7.064)
H (-12.241, 5.418, -9.175)
C (-14.133, 4.071, -21.633)
N (-10.674, 12.092, -11.794)
H (-13.382, 6.790, -15.713)
C (-3.692, 12.500, -16.592)
C (-13.334, 10.726, -16.813)
C (-14.461, 6.834, -15.897)
O (-6.114, 6.476, -11.509)
H (-10.560, 9.130, -17.388)
H (-9.489, 14.078, -9.438)
C (-12.035, 6.053, -20.013)
H (-11.036, 10.298, -12.231)
H (-6.043, 11.435, -14.934)
H (-10.738, 7.388, -17.258)
H (-11.423, 5.031, -17.649)
C (-15.679, 10.145, -17.452)
C (-5.025, 5.266, -9.145)
C (-7.392, 10.404, -17.121)
H (-12.967, 14.533, -11.954)
H (-6.624, 3.926, -17.075)
C (-9.061, 11.468, -10.035)
H (-14.232, 6.292, -18.064)
H (-6.358, 7.735, -8.316)
H (-10.473, 3.761, -17.939)
H (-13.198, 1.066, -20.203)
H (-9.454, 8.269, -10.174)
H (-1.094, 12.200, -16.432)
C (-10.300, 13.571, -9.965)
C (-11.051, 7.136, -9.434)
N (-4.594, 4.112, -15.653)
O (-5.318, 3.931, -14.481)
C (-13.572, 9.277, -7.525)
H (-6.570, 11.115, -17.229)
H (-13.684, 4.962, -22.061)
H (-1.360, 12.938, -17.932)
C (-4.051, 3.309, -17.975)
H (-14.130, 6.145, -10.933)
C (-1.664, 15.197, -13.257)
H (-10.589, 15.195, -11.294)
H (-11.028, 7.108, -14.562)
C (-2.273, 4.219, -14.633)
H (-9.817, 5.367, -18.428)
C (-1.634, 15.229, -14.804)
H (-13.297, 2.970, -18.125)
H (-6.166, 4.377, -14.608)
C (-10.446, 4.319, -20.774)
H (-11.299, 4.764, -22.761)
C (-10.068, 6.382, -8.529)
H (-2.642, 15.573, -17.682)
H (-9.170, 6.966, -8.335)
H (-4.366, 0.871, -16.761)
H (-13.833, 8.622, -18.705)
H (-5.740, 6.350, -12.390)
C (-3.341, 4.874, -15.515)
H (-3.114, 1.750, -15.898)
H (-17.171, 8.688, -14.700)
C (-11.507, 4.651, -19.692)
C (-9.609, 12.573, -10.947)
C (-14.609, 7.071, -17.401)
H (-12.374, 10.382, -16.427)
H (-10.571, 6.218, -7.573)
H (-16.943, 8.022, -16.249)
H (-2.819, 3.913, -13.738)
H (-4.717, 12.835, -16.394)